# 1
A molecular structure, C22H50N3P3RuS in a non-equilibrium geometry. Source: the OMol25 dataset; level of theory: ωB97M-V/def2-TZVPD.

The geometry in XYZ format:
```
80
Properties=species:S:1:pos:R:3:mulliken_charge:R:1
Ru 0.79 0.89 -1.27 0.073
P -0.42 -0.04 -2.79 0.614
P 1.76 -0.96 -0.68 1.064
P 2.42 1.90 -2.23 0.628
H -0.27 5.90 2.85 0.324
C -0.09 6.34 1.86 -0.095
C -1.11 6.56 1.01 -0.513
H -2.15 6.33 1.29 0.330
C -2.01 -0.56 -2.02 -1.032
C 0.07 -1.37 -3.96 -1.230
C -0.88 1.27 -3.98 -1.144
C 2.80 -0.86 0.83 -1.182
C 0.81 -2.44 -0.19 -1.039
C 3.05 -1.68 -1.77 -1.362
C 1.78 3.59 -2.40 -0.938
C 2.97 1.36 -3.88 -1.202
C 3.91 2.06 -1.17 -1.027
H 0.93 6.68 1.66 0.303
H -0.95 7.00 0.02 0.365
H -2.08 -0.02 -1.06 0.333
H -2.00 -1.63 -1.81 0.171
H -2.89 -0.31 -2.64 0.559
H 0.41 -2.27 -3.41 0.313
H 0.90 -1.00 -4.58 0.374
H -0.76 -1.67 -4.63 0.477
H -0.85 2.22 -3.43 0.295
H -1.89 1.10 -4.38 0.515
H -0.13 1.28 -4.78 0.310
H 3.39 -1.79 0.94 0.513
H 2.12 -0.75 1.69 0.280
H 3.47 0.00 0.78 0.347
H 1.48 -3.17 0.29 0.512
H 0.35 -2.94 -1.06 0.302
H 0.00 -2.18 0.52 0.152
H 3.46 -2.60 -1.32 0.499
H 3.88 -0.96 -1.89 0.401
H 2.64 -1.91 -2.76 0.332
H 2.61 4.31 -2.52 0.465
H 1.22 3.85 -1.48 -0.047
H 1.12 3.61 -3.28 0.489
H 3.97 1.76 -4.11 0.478
H 2.25 1.74 -4.62 0.402
H 3.00 0.27 -3.90 0.252
H 4.62 2.78 -1.61 0.543
H 4.41 1.07 -1.09 0.329
H 3.59 2.41 -0.18 0.096
C -0.58 2.15 2.19 0.531
C 0.78 2.08 2.52 -0.392
C 1.66 3.03 1.99 -1.094
C 1.17 4.02 1.13 -0.456
C -0.15 3.96 0.68 -0.636
C -1.06 3.08 1.26 -1.024
S -1.73 1.05 3.01 -0.140
H -2.58 2.11 3.11 0.223
H 1.12 1.25 3.14 0.652
H 2.73 2.97 2.23 0.564
H 1.81 4.85 0.82 0.573
H -0.54 4.68 -0.06 0.994
H -2.11 3.10 0.99 0.512
C -2.76 -4.47 -0.05 -0.891
N -2.77 -4.50 1.41 0.106
C -3.69 -5.47 2.01 -1.149
C -2.38 -3.34 2.08 0.427
N -2.19 -2.16 1.56 -0.417
N -2.17 -3.46 3.45 0.304
C -1.58 -4.65 4.04 -0.978
C -1.98 -2.22 4.17 -1.033
H -3.46 -3.72 -0.48 0.349
H -1.74 -4.23 -0.39 0.123
H -3.03 -5.47 -0.40 0.523
H -3.12 -6.32 2.42 0.319
H -4.32 -5.01 2.79 0.374
H -4.33 -5.84 1.20 0.499
H -2.69 -2.07 0.66 0.084
H -0.82 -4.36 4.80 0.459
H -2.35 -5.28 4.54 0.354
H -1.06 -5.27 3.29 0.390
H -1.01 -1.75 3.93 0.345
H -2.78 -1.52 3.88 0.373
H -2.03 -2.41 5.24 0.510
```

The calculation puts the HOMO-LUMO gap (spin up / spin down) at 0.227 / 0.167 Ha. The spin multiplicity is 5. The calculation puts the HOMO energy (spin up / spin down) at -17.9 / -18.9 eV. The calculation puts the molar mass at 582.7 g/mol. Its total charge is +4. As for the LUMO energy (spin up / spin down): -11.8 / -14.4 eV. Its expectation value of S² is 6.06.

***

# 2
A molecular structure, C22H50P2PbSi2 in a non-equilibrium geometry. Source: the OMol25 dataset; level of theory: ωB97M-V/def2-TZVPD.

The geometry in XYZ format:
```
77
Properties=species:S:1:pos:R:3:mulliken_charge:R:1
P 2.51 3.48 1.98 0.804
P 3.84 0.91 -0.93 0.917
C 4.08 2.89 1.25 -1.155
C 4.12 2.59 -0.27 -1.213
H 4.47 2.04 1.83 0.637
H 4.78 3.72 1.45 0.614
H 3.50 3.31 -0.83 0.551
H 5.16 2.80 -0.58 0.663
C 5.42 0.05 -0.75 -1.297
H 5.35 -0.98 -1.13 0.432
H 5.69 -0.01 0.31 0.388
H 6.18 0.61 -1.32 0.527
C 3.59 1.20 -2.70 -1.435
H 4.57 1.15 -3.19 0.443
H 3.14 2.20 -2.85 0.445
H 2.93 0.44 -3.14 0.421
C 2.83 3.75 3.73 -1.379
H 1.88 3.89 4.28 0.435
H 3.44 4.66 3.86 0.463
H 3.37 2.90 4.16 0.431
C 2.05 5.05 1.22 -1.216
H 2.16 5.00 0.13 0.365
H 2.69 5.86 1.59 0.439
H 1.01 5.30 1.47 0.463
Pb -2.45 0.27 -0.56 0.693
C 2.60 -0.24 -0.30 0.813
C 2.86 -1.02 0.89 -1.740
C 2.94 -0.47 2.22 -0.238
C 1.52 -0.13 2.84 -0.467
C 1.17 1.28 2.79 -1.561
C 1.25 2.23 1.70 1.088
C 1.02 1.86 0.17 -0.814
C 1.15 0.41 -0.32 -1.383
C -3.99 0.41 1.02 -1.358
H 2.60 -1.01 -1.11 0.666
H 2.76 -2.10 0.80 0.408
H 3.57 0.46 2.25 -0.228
H 3.42 -1.24 2.87 0.523
H 0.75 -0.76 2.37 -0.003
H 1.56 -0.42 3.90 0.567
H 0.76 1.71 3.71 0.493
H 0.37 2.88 1.92 0.539
H 1.61 2.53 -0.48 0.296
H -0.02 2.16 -0.04 0.463
H 0.43 -0.24 0.19 0.100
H 0.84 0.39 -1.39 0.529
H -5.00 0.33 0.60 0.316
H -3.83 1.42 1.44 0.416
H -3.81 -0.35 1.78 0.297
C -2.60 -4.93 -0.59 -1.089
Si -3.06 -3.21 0.04 0.050
C -4.89 -3.35 0.46 -0.929
C -2.03 -2.86 1.58 -0.897
C -2.74 -1.93 -1.29 -0.156
Si -3.94 -1.64 -2.71 -0.139
C -5.62 -1.02 -2.13 -0.843
C -3.18 -0.42 -3.91 -1.054
C -4.26 -3.25 -3.64 -1.036
H -3.12 -5.68 0.01 0.337
H -1.52 -5.10 -0.49 0.301
H -2.87 -5.08 -1.65 0.299
H -5.04 -4.27 1.05 0.401
H -5.23 -2.50 1.07 0.272
H -5.52 -3.42 -0.43 0.270
H -0.96 -2.87 1.35 0.149
H -2.27 -1.90 2.06 0.229
H -2.22 -3.65 2.33 0.417
H -1.75 -2.15 -1.72 0.393
H -5.57 -0.08 -1.56 0.298
H -6.23 -0.85 -3.03 0.386
H -6.14 -1.77 -1.51 0.280
H -2.30 -0.86 -4.39 0.273
H -3.91 -0.19 -4.70 0.305
H -2.88 0.54 -3.46 0.350
H -3.34 -3.62 -4.12 0.314
H -4.65 -4.04 -2.99 0.305
H -5.00 -3.07 -4.43 0.356
```

The calculation puts the HOMO-LUMO gap (spin up / spin down) at 0.208 / 0.207 Ha. The calculation puts the HOMO energy (spin up / spin down) at -11.8 / -11.8 eV. The calculation puts the molar mass at 640.0 g/mol. Its total charge is +2. As for the LUMO energy (spin up / spin down): -6.1 / -6.1 eV.

***

# 3
A molecular structure, C22H51BN4NiO2Si2 in a non-equilibrium geometry. Source: the OMol25 dataset; level of theory: ωB97M-V/def2-TZVPD.

The geometry in XYZ format:
```
83
Properties=species:S:1:pos:R:3:mulliken_charge:R:1
O -1.45 1.52 1.97 -0.036
O 0.78 3.19 1.65 -0.198
C -2.37 1.28 0.90 0.575
C -3.22 0.04 1.00 -2.015
H -1.79 1.27 -0.04 -0.156
H -3.00 2.18 0.89 0.345
H -2.63 -0.88 0.97 0.411
H -3.91 0.03 0.16 0.484
H -3.84 0.05 1.90 0.427
C -1.24 0.41 2.85 0.246
C -0.88 0.96 4.21 -1.355
H -0.42 -0.23 2.47 -0.116
H -2.13 -0.22 2.94 0.451
H 0.01 1.58 4.15 0.044
H -0.70 0.14 4.90 0.467
H -1.71 1.56 4.60 0.317
C 2.15 3.57 1.91 -0.490
C -0.17 4.25 1.86 -0.078
C 2.70 2.82 3.10 -1.266
H 2.21 4.66 2.10 0.479
H 2.75 3.35 1.01 0.228
H 2.16 3.10 4.01 0.320
H 3.75 3.09 3.23 0.443
H 2.63 1.74 2.97 0.092
C -0.21 4.67 3.30 -1.218
H -1.13 3.85 1.52 -0.055
H 0.08 5.11 1.22 0.341
H -0.40 3.80 3.95 0.175
H -1.02 5.39 3.43 0.424
H 0.73 5.14 3.60 0.356
H 0.44 1.97 0.44 -0.429
Ni 0.02 -2.31 -0.90 -0.534
C 0.70 1.55 -0.59 0.950
Si 0.78 2.93 -1.88 0.483
H 1.68 1.06 -0.52 0.601
H -0.05 0.79 -0.84 -0.715
C -0.85 3.85 -1.96 -1.077
C 1.23 2.28 -3.58 -1.011
C 2.08 4.25 -1.54 -1.093
C -0.63 -1.28 -2.26 0.342
Si -0.78 -2.74 -3.42 -0.011
H 0.08 -0.50 -2.58 -0.282
H -1.59 -0.80 -2.01 0.374
C -0.36 -2.07 -5.15 -1.191
C -2.55 -3.35 -3.45 -1.088
C 0.30 -4.27 -3.19 -0.999
H 1.98 5.01 -2.34 0.385
H 3.08 3.82 -1.60 0.305
H 1.95 4.75 -0.58 0.216
H -1.62 3.22 -2.43 0.297
H -0.70 4.75 -2.58 0.387
H -1.21 4.16 -0.97 0.294
H 0.70 1.35 -3.83 0.177
H 2.31 2.11 -3.64 0.304
H 0.97 3.04 -4.33 0.327
H -3.25 -2.53 -3.29 0.316
H -2.73 -4.11 -2.67 0.356
H -2.78 -3.81 -4.42 0.350
H -0.20 -5.01 -2.56 0.285
H 1.27 -4.06 -2.74 0.261
H 0.47 -4.74 -4.17 0.424
H -0.54 -2.83 -5.92 0.332
H 0.69 -1.77 -5.20 0.316
H -0.99 -1.19 -5.38 0.302
B 1.60 -4.80 0.52 0.149
N 0.04 -4.82 0.55 0.024
C -0.80 -5.72 1.08 -0.154
C -2.11 -5.30 0.89 -1.261
C -2.04 -4.10 0.17 -0.430
N -0.71 -3.79 -0.02 0.539
N 1.95 -3.35 0.97 0.201
C 2.84 -2.93 1.88 -0.273
C 2.74 -1.55 2.04 -1.378
C 1.71 -1.14 1.19 -0.107
N 1.26 -2.24 0.50 0.190
H 2.05 -5.08 -0.56 -0.127
H 2.01 -5.57 1.37 -0.136
H -0.41 -6.59 1.59 0.437
H -3.01 -5.79 1.23 0.417
H -2.83 -3.46 -0.20 0.666
H 3.50 -3.64 2.38 0.431
H 3.31 -0.92 2.69 0.487
H 1.28 -0.17 1.06 0.728
```

The calculation puts the HOMO-LUMO gap (spin up / spin down) at 0.343 / 0.307 Ha. The spin multiplicity is 3. The calculation puts the HOMO energy (spin up / spin down) at -8.6 / -9.0 eV. The calculation puts the molar mass at 529.4 g/mol. Its total charge is 0. As for the LUMO energy (spin up / spin down): 0.7 / -0.7 eV. Its expectation value of S² is 2.01.